Here is a structure of composition C25H28N5O3PdS from the Open Molecules 2025 dataset. Energies are from ωB97M-V with the def2-TZVPD basis set.

Geometry (Å):
Pd 0.227 0.161 -0.975
C -1.880 -1.665 -3.417
O -1.820 -0.833 -2.222
C -2.888 -0.641 -1.504
C -4.187 -0.930 -1.928
C -5.238 -0.651 -1.091
C -5.067 -0.100 0.218
C -3.829 0.153 0.683
C -2.679 -0.109 -0.152
N -1.438 0.036 0.274
N -1.292 0.269 1.564
C -0.382 1.021 2.099
C 0.448 2.018 1.289
O 0.540 1.928 0.052
C 1.155 3.035 1.996
C 1.225 3.000 3.343
C 0.583 1.979 4.150
C 0.735 1.978 5.525
C 0.102 1.004 6.300
C -0.692 0.041 5.702
C -0.865 0.040 4.323
C -0.220 0.995 3.537
H -2.349 -2.615 -3.171
H -0.844 -1.814 -3.700
H -2.426 -1.142 -4.200
H -4.370 -1.344 -2.908
H -6.244 -0.857 -1.437
H -5.940 0.097 0.824
H -3.668 0.549 1.674
H 1.668 3.785 1.412
H 1.804 3.753 3.866
H 1.343 2.737 6.002
H 0.227 1.012 7.375
H -1.188 -0.705 6.308
H -1.503 -0.698 3.857
C 0.083 -4.101 0.696
N 1.320 -3.887 -0.055
C 2.302 -4.983 -0.065
C 1.460 -2.796 -0.786
C 2.689 -2.594 -1.615
O 0.523 -1.935 -0.773
H 0.286 -4.777 1.521
H -0.683 -4.543 0.057
H -0.281 -3.154 1.084
H 2.108 -5.618 0.794
H 3.314 -4.599 0.026
H 2.211 -5.585 -0.968
H 3.212 -3.516 -1.841
H 3.377 -1.928 -1.089
H 2.402 -2.122 -2.551
C 3.164 3.413 -1.615
N 2.224 3.232 -2.723
C 1.879 4.216 -3.621
C 1.114 3.640 -4.581
N 1.009 2.316 -4.242
C 1.685 2.068 -3.107
S 1.967 0.500 -2.417
H 3.109 4.446 -1.285
H 4.174 3.189 -1.954
H 2.889 2.744 -0.806
H 2.210 5.234 -3.507
H 0.656 4.055 -5.461
H 0.550 1.600 -4.783

Results
HOMO-LUMO gap, eV: 5.406
F_max, eV Å⁻¹: 0.9
LUMO level, eV: -11.524
E_HOMO, eV: -16.93
Charge: +3
Energy above the lowest of the compared OMol25 structures with the same formula, charge and spin, eV: 0.3710



Here is a structure of composition C25H29AlAsN5O2 from the Open Molecules 2025 dataset. Energies are from ωB97M-V with the def2-TZVPD basis set.

Geometry (Å):
Al -0.607 0.532 0.020
O 2.578 4.731 -0.927
C 3.375 3.685 -0.763
C 4.754 3.924 -0.795
C 5.646 2.894 -0.634
C 5.203 1.576 -0.434
C 3.863 1.317 -0.400
C 2.913 2.354 -0.559
C 1.527 2.032 -0.486
O 1.137 0.791 -0.277
N 0.588 2.976 -0.665
N -0.620 2.436 -0.501
C -1.739 3.048 -0.644
C -2.898 2.204 -0.383
C -4.210 2.647 -0.450
C -5.236 1.761 -0.159
C -4.926 0.452 0.197
C -3.600 0.077 0.238
N -2.603 0.926 -0.044
H 1.644 4.457 -0.891
H 5.078 4.944 -0.956
H 6.709 3.098 -0.662
H 5.922 0.779 -0.313
H 3.500 0.310 -0.251
H -1.815 4.090 -0.934
H -4.416 3.672 -0.728
H -6.265 2.089 -0.209
H -5.706 -0.256 0.434
H -3.303 -0.932 0.501
C -1.385 -3.471 0.973
C -1.443 -3.259 -0.539
As -0.417 -1.696 -1.127
C 1.477 -2.225 -1.104
C 1.723 -3.720 -1.281
C -0.881 -1.473 -3.019
C -0.911 -2.765 -3.829
H -1.965 -4.349 1.255
H -1.796 -2.614 1.513
H -0.360 -3.636 1.312
H -2.469 -3.117 -0.881
H -1.037 -4.122 -1.065
H 1.908 -1.872 -0.168
H 1.945 -1.651 -1.905
H 1.328 -4.299 -0.446
H 2.796 -3.902 -1.328
H 1.285 -4.100 -2.203
H -0.145 -0.779 -3.431
H -1.853 -0.977 -3.055
H 0.070 -3.238 -3.873
H -1.209 -2.540 -4.852
H -1.626 -3.481 -3.426
N 1.723 -2.735 4.743
C 1.114 -1.838 4.366
C 0.371 -0.714 3.882
C -0.177 0.234 4.747
C -0.877 1.301 4.205
C -1.039 1.378 2.837
N -0.522 0.458 2.006
C 0.189 -0.554 2.519
H -0.051 0.130 5.816
H -1.294 2.071 4.839
H -1.598 2.187 2.383
H 0.634 -1.245 1.815

Results
HOMO-LUMO gap, eV: 6.091
F_max, eV Å⁻¹: 0.6
LUMO level, eV: -7.225
E_HOMO, eV: -13.32
Charge: +2